Entry 1:
Density functional theory data (the ωB97M-V functional and the def2-TZVPD basis) for a molecular structure, C36H80F10N12O12S2 at a distorted geometry.

Output
Gap between HOMO and LUMO = 8.77 eV
Strongest force on any atom = 0.1177 hartree/bohr
LUMO energy = 0.003 hartree

Geometry as XYZ:
```
152
C36H80F10N12O12S2 (the ωB97M-V functional and the def2-TZVPD basis)
C -1.390 4.002 4.919
C -2.106 3.230 3.834
N -1.281 3.253 2.619
N -1.277 2.010 1.902
C 0.045 1.726 1.306
C 1.043 1.224 2.351
C 1.400 -0.260 2.335
F 1.192 -0.840 1.121
F 2.765 -0.350 2.591
C 0.827 -1.215 3.436
F 1.234 -0.733 4.639
F 1.367 -2.439 3.253
S -1.054 -1.418 3.540
F -1.216 -0.844 2.079
F -1.007 -2.879 2.950
F -0.902 -2.013 5.001
F -1.121 0.052 4.133
F -2.614 -1.518 3.669
S -2.414 2.054 0.702
O -2.399 0.793 0.064
O -2.420 3.245 -0.048
F -3.671 2.071 1.587
H -1.156 5.013 4.592
H -2.011 4.090 5.808
H -0.470 3.491 5.211
H -2.311 2.200 4.136
H -3.066 3.700 3.614
H -0.324 3.479 2.856
H 0.421 2.661 0.879
H -0.076 1.026 0.487
H 1.994 1.723 2.169
H 0.731 1.531 3.349
C -5.223 2.517 -1.684
C -6.158 3.047 -2.744
O -6.478 4.225 -2.798
N -6.631 2.153 -3.650
C -6.337 0.734 -3.751
H -4.910 3.343 -1.053
H -5.730 1.767 -1.074
H -4.340 2.064 -2.135
H -7.251 2.562 -4.332
H -5.870 0.498 -4.707
H -7.252 0.145 -3.655
H -5.648 0.431 -2.971
C 6.172 -0.556 -0.901
C 5.238 0.110 0.082
O 4.628 1.133 -0.191
N 5.085 -0.485 1.294
C 5.706 -1.699 1.782
H 6.174 0.023 -1.818
H 7.189 -0.609 -0.510
H 5.840 -1.568 -1.135
H 4.441 -0.004 1.902
H 4.950 -2.447 2.028
H 6.297 -1.500 2.678
H 6.362 -2.115 1.025
C -1.888 -2.817 -4.079
C -2.597 -1.607 -3.530
O -3.644 -1.184 -4.013
N -2.026 -0.985 -2.471
C -0.808 -1.332 -1.769
H -2.452 -3.207 -4.919
H -0.885 -2.552 -4.414
H -1.808 -3.596 -3.320
H -2.536 -0.180 -2.140
H -1.037 -1.527 -0.719
H -0.103 -0.499 -1.822
H -0.333 -2.204 -2.205
C 9.800 -2.602 -3.812
C 8.680 -1.612 -3.586
O 7.538 -1.976 -3.349
N 8.988 -0.291 -3.656
C 10.276 0.318 -3.924
H 9.388 -3.602 -3.722
H 10.233 -2.482 -4.805
H 10.591 -2.474 -3.071
H 8.201 0.319 -3.499
H 10.588 0.947 -3.089
H 10.232 0.936 -4.822
H 11.029 -0.448 -4.074
C -3.202 -6.866 -7.648
C -2.895 -5.468 -7.160
O -1.888 -5.216 -6.520
N -3.790 -4.490 -7.458
C -5.031 -4.601 -8.196
H -2.396 -7.519 -7.328
H -4.143 -7.229 -7.231
H -3.272 -6.895 -8.736
H -3.533 -3.581 -7.102
H -5.014 -3.965 -9.082
H -5.878 -4.303 -7.575
H -5.186 -5.627 -8.516
C 1.798 0.070 7.581
C 2.299 1.434 7.996
O 1.684 2.456 7.729
N 3.469 1.489 8.683
C 4.326 0.392 9.085
H 0.864 0.202 7.044
H 2.516 -0.429 6.930
H 1.620 -0.560 8.453
H 3.749 2.426 8.928
H 4.432 0.360 10.170
H 5.319 0.495 8.645
H 3.904 -0.552 8.756
C 3.036 -0.858 -3.108
C 2.598 -1.930 -4.083
O 1.449 -2.346 -4.101
N 3.537 -2.413 -4.932
C 4.931 -2.016 -5.010
H 2.180 -0.583 -2.501
H 3.832 -1.221 -2.457
H 3.398 0.027 -3.632
H 3.198 -3.128 -5.557
H 5.160 -1.611 -5.998
H 5.584 -2.865 -4.820
H 5.148 -1.260 -4.265
C -7.965 6.302 -1.025
C -7.835 7.694 -0.454
O -6.903 8.031 0.255
N -8.820 8.589 -0.762
C -9.993 8.379 -1.583
H -7.112 5.714 -0.710
H -8.883 5.831 -0.670
H -7.977 6.319 -2.114
H -8.680 9.499 -0.354
H -9.996 9.055 -2.441
H -10.907 8.549 -1.010
H -10.008 7.360 -1.954
C -0.891 -7.037 -4.130
C 0.005 -7.704 -3.113
O 1.151 -8.035 -3.366
N -0.520 -7.930 -1.874
C -1.846 -7.603 -1.392
H -0.344 -6.910 -5.057
H -1.777 -7.645 -4.321
H -1.212 -6.053 -3.788
H 0.122 -8.377 -1.240
H -1.794 -6.918 -0.543
H -2.378 -8.502 -1.075
H -2.421 -7.126 -2.178
C 0.064 3.861 8.477
C 0.349 5.282 8.048
O -0.303 5.842 7.183
N 1.382 5.920 8.661
C 2.271 5.408 9.681
H -0.781 3.498 7.901
H 0.926 3.223 8.284
H -0.185 3.817 9.539
H 1.525 6.862 8.332
H 2.208 6.010 10.590
H 3.306 5.416 9.334
H 2.005 4.386 9.928
```

Entry 2:
Density functional theory data (the ωB97M-V functional and the def2-TZVPD basis) for a single C6H9NO2 molecule at a distorted geometry.

Output
ΔE to the lowest compared entry with this formula, charge and spin = 77.1 kcal per mole
SMILES string = CC(C)c1conc1O
Gap between HOMO and LUMO = 9.93 eV
Strongest force on any atom = 0.1296 hartree/bohr
LUMO energy = 0.026 hartree

Geometry as XYZ:
```
18
C6H9NO2 (the ωB97M-V functional and the def2-TZVPD basis)
C 1.613 -0.553 -1.043
C 0.649 -0.509 0.147
C 1.117 0.589 1.085
C -0.772 -0.308 0.065
C -1.823 -1.315 0.153
C -1.571 0.816 -0.229
H 1.397 0.168 -1.870
H 1.508 -1.557 -1.490
H 2.696 -0.301 -0.925
H 0.736 -1.504 0.551
H 1.845 0.333 1.752
H 1.536 1.355 0.461
H 0.420 1.136 1.657
H -2.022 -2.355 0.381
H -0.294 2.123 -0.032
N -2.903 0.628 -0.101
O -3.018 -0.747 -0.051
O -1.114 2.002 -0.510
```

Entry 3:
Density functional theory data (the ωB97M-V functional and the def2-TZVPD basis) for a single C3H2O4 molecule at a distorted geometry.

Output
ΔE to the lowest compared entry with this formula, charge and spin = 152.2 kcal per mole
SMILES string = C#COC(=O)OO
Gap between HOMO and LUMO = 10.38 eV
Strongest force on any atom = 0.1203 hartree/bohr
LUMO energy = 0.005 hartree

Geometry as XYZ:
```
9
C3H2O4 (the ωB97M-V functional and the def2-TZVPD basis)
C -0.413 -0.286 -0.179
O -1.851 0.340 -0.081
O 0.261 0.793 0.044
O -2.756 -0.579 0.430
C 1.724 0.557 -0.218
C 2.893 0.545 0.077
O -0.219 -1.441 -0.217
H -3.573 -0.445 -0.080
H 3.936 0.516 0.225
```

Entry 4:
Density functional theory data (the ωB97M-V functional and the def2-TZVPD basis) for a molecular structure, C36H40N2O5 at a distorted geometry.

Output
ΔE to the lowest compared entry with this formula, charge and spin = 70.2 kcal per mole
Gap between HOMO and LUMO = 7.94 eV
Strongest force on any atom = 0.0786 hartree/bohr
LUMO energy = 0.006 hartree

Geometry as XYZ:
```
83
C36H40N2O5 (the ωB97M-V functional and the def2-TZVPD basis)
C -1.489 -2.301 4.282
C -0.276 -2.740 3.521
O 0.388 -1.513 3.176
C 1.489 -1.698 2.437
C 2.233 -0.389 2.098
C 1.820 0.818 2.912
C 3.729 -0.699 2.216
O 4.589 0.011 1.670
O 4.058 -1.765 2.984
C 5.423 -1.771 3.493
C 5.634 -3.185 3.958
O 1.809 -2.797 2.003
H -2.000 -3.156 4.711
H -1.253 -1.615 5.099
H -2.175 -1.773 3.614
H 0.423 -3.341 4.114
H -0.550 -3.265 2.594
H 2.361 1.654 2.419
H 0.729 1.003 2.776
H 2.088 0.707 4.013
H 6.125 -1.490 2.694
H 5.458 -1.052 4.329
H 6.611 -3.309 4.432
H 4.856 -3.486 4.666
H 5.554 -3.871 3.102
C -4.565 1.484 -1.983
N -3.298 1.967 -1.454
C -3.032 3.291 -1.238
O -3.890 4.189 -1.380
C -1.584 3.415 -0.791
C -1.489 4.106 0.566
C -2.049 3.264 1.664
C -3.436 3.163 1.816
C -3.957 2.197 2.669
C -3.092 1.345 3.385
C -1.699 1.608 3.398
C -1.188 2.657 2.618
N -1.139 2.001 -0.760
C 0.073 1.568 -0.311
C 0.432 0.250 -0.090
C 1.781 -0.124 0.237
C 2.352 -1.340 -0.372
C 3.764 -1.495 -0.373
C 4.291 -2.803 -0.660
C 3.501 -3.772 -1.307
C 2.138 -3.509 -1.530
C 1.551 -2.301 -1.037
C -2.158 1.088 -1.350
C -1.756 0.437 -2.660
C -2.039 1.057 -3.847
C -1.749 0.530 -5.175
C -1.782 1.413 -6.281
C -1.706 0.921 -7.578
C -1.570 -0.455 -7.809
C -1.453 -1.326 -6.716
C -1.532 -0.846 -5.406
H -5.266 2.321 -2.032
H -4.452 1.029 -2.983
H -4.989 0.724 -1.307
H -1.093 3.998 -1.604
H -0.446 4.359 0.720
H -2.024 5.055 0.468
H -4.101 3.812 1.226
H -5.045 2.083 2.753
H -3.495 0.524 3.989
H -1.017 1.001 4.020
H -0.126 2.955 2.687
H 0.798 2.384 -0.174
H -0.375 -0.504 -0.150
H 2.521 0.718 0.305
H 4.399 -0.634 -0.139
H 5.342 -2.993 -0.444
H 3.964 -4.668 -1.753
H 1.513 -4.196 -2.129
H 0.479 -2.119 -1.225
H -2.334 0.308 -0.597
H -1.189 -0.516 -2.598
H -2.484 2.070 -3.821
H -1.860 2.485 -6.086
H -1.751 1.611 -8.415
H -1.577 -0.846 -8.828
H -1.302 -2.389 -6.891
H -1.445 -1.525 -4.549
```

Entry 5:
Density functional theory data (the ωB97M-V functional and the def2-TZVPD basis) for a molecular structure, C28H25CuN6O3.

Output
ΔE to the lowest compared entry with this formula, charge and spin = 0.0 kcal per mole
Net charge = -2
Gap between HOMO and LUMO = 4.86 eV
Strongest force on any atom = 0.0076 hartree/bohr
LUMO energy = 0.152 hartree

Geometry as XYZ:
```
63
C28H25CuN6O3 (the ωB97M-V functional and the def2-TZVPD basis)
Cu -0.024 -0.177 0.539
C 2.839 -0.821 -0.110
C 1.382 -1.170 -0.450
O 1.238 -2.003 -1.354
H 3.544 -1.497 -0.616
H 2.984 -0.835 0.974
H 3.016 0.213 -0.431
O 0.671 0.311 2.806
N 0.035 0.219 3.875
C 0.711 0.520 5.010
C 0.012 0.410 6.245
N -0.524 0.333 7.266
C 2.074 0.941 5.008
N 3.174 1.289 5.007
C -4.113 -2.863 -1.801
C -4.807 -2.046 -0.916
C -4.160 -1.043 -0.209
C -2.774 -0.803 -0.354
C -2.082 -1.662 -1.237
C -2.741 -2.657 -1.938
N -2.087 0.158 0.363
C -2.706 1.330 0.703
C -2.175 2.085 1.780
C -2.695 3.311 2.141
C -3.770 3.877 1.450
C -4.292 3.168 0.377
C -3.785 1.929 0.005
H -4.618 -3.649 -2.350
H -5.871 -2.196 -0.760
H -4.727 -0.448 0.497
H -1.006 -1.564 -1.339
H -2.157 -3.290 -2.599
H -1.338 1.655 2.316
H -2.246 3.843 2.975
H -4.172 4.842 1.734
H -5.116 3.587 -0.196
H -4.213 1.422 -0.851
C -1.232 4.963 -3.144
N -1.558 3.983 -2.111
N -0.555 3.929 -1.122
C -0.215 2.579 -0.880
O 0.492 2.190 0.021
C -0.940 1.815 -1.886
C -1.709 2.663 -2.567
C -2.680 2.384 -3.657
C -0.565 4.925 -0.119
C -1.604 5.847 -0.040
C -1.587 6.821 0.948
C -0.554 6.876 1.869
C 0.473 5.944 1.792
C 0.483 4.978 0.798
H -1.124 5.943 -2.682
H -2.054 5.008 -3.857
H -0.302 4.706 -3.665
H -0.911 0.736 -1.913
H -2.807 1.307 -3.753
H -2.343 2.780 -4.618
H -3.648 2.830 -3.418
H -2.447 5.755 -0.710
H -2.411 7.523 1.013
H -0.555 7.624 2.653
H 1.276 5.955 2.517
H 1.268 4.238 0.750
```

Entry 6:
Density functional theory data (the ωB97M-V functional and the def2-TZVPD basis) for 2 unconnected molecules or ions with the total composition C8H20O2 at a distorted geometry.

Output
ΔE to the lowest compared entry with this formula, charge and spin = 52.6 kcal per mole
SMILES string = CCCOC.CCCOC
Gap between HOMO and LUMO = 10.74 eV
Strongest force on any atom = 0.0412 hartree/bohr
LUMO energy = 0.039 hartree

Geometry as XYZ:
```
30
C8H20O2 (the ωB97M-V functional and the def2-TZVPD basis)
O -0.820 -4.201 1.152
C -1.825 -5.061 1.677
C -0.439 -1.270 -0.073
C -0.855 -2.934 1.818
C 0.032 -1.873 1.262
H -1.757 -5.064 2.778
H -1.769 -6.103 1.318
H -2.802 -4.641 1.386
H -1.424 -0.774 -0.061
H -0.479 -2.115 -0.780
H 0.314 -0.547 -0.430
H -0.533 -3.029 2.873
H -1.904 -2.580 1.817
H 1.055 -2.241 1.057
H 0.118 -0.991 1.925
O 1.687 2.513 -0.323
C 3.076 2.914 -0.367
C -0.643 2.030 -2.195
C 0.893 3.519 -0.966
C -0.562 3.086 -1.154
H 3.726 2.248 0.227
H 3.133 3.930 0.057
H 3.455 2.943 -1.402
H -0.478 2.528 -3.165
H -1.579 1.449 -2.251
H 0.193 1.334 -2.010
H 1.396 3.681 -1.939
H 0.968 4.460 -0.388
H -1.088 3.934 -1.634
H -1.089 2.854 -0.209
```

Entry 7:
Density functional theory data (the ωB97M-V functional and the def2-TZVPD basis) for a single C14H20FN5O molecule at a distorted geometry.

Output
SMILES string = CCCC[C@@](C)(CO)Nc1nc(N)nc2cc(F)cnc12
Gap between HOMO and LUMO = 8.23 eV
Strongest force on any atom = 0.2290 hartree/bohr
LUMO energy = 0.000 hartree

Geometry as XYZ:
```
41
C14H20FN5O (the ωB97M-V functional and the def2-TZVPD basis)
F 4.830 -2.959 3.442
N 0.945 1.177 0.806
N 1.689 -2.274 1.699
N 3.096 1.081 1.645
O -2.185 -2.180 -0.785
C 2.053 1.672 1.094
C 2.735 -2.940 2.237
C 3.864 -2.252 2.766
C 0.824 -0.117 0.873
C 3.963 -0.870 2.497
C 1.774 -0.911 1.622
C 2.926 -0.187 1.936
N 1.907 2.881 1.065
N -0.365 -0.693 0.626
C -1.736 0.524 -4.395
C -0.700 1.080 -3.407
C -0.625 0.343 -1.991
C -2.328 0.783 1.518
C -2.777 -1.191 0.131
C -1.628 0.833 -0.881
C -1.708 -0.047 0.352
H -1.570 -1.695 -1.343
H 2.537 -3.978 2.460
H 4.907 -0.244 2.668
H 0.932 3.097 1.115
H 2.388 3.336 1.821
H -0.423 -1.631 1.117
H -1.604 -0.553 -4.662
H -2.675 0.659 -3.919
H -1.711 1.121 -5.287
H -0.970 2.149 -3.238
H 0.263 1.021 -3.891
H -0.951 -0.675 -2.240
H 0.409 0.323 -1.587
H -2.083 0.204 2.413
H -3.375 0.912 1.364
H -1.925 1.771 1.569
H -2.968 -1.616 1.142
H -3.704 -0.709 -0.372
H -1.469 1.883 -0.502
H -2.564 0.871 -1.477
```

Entry 8:
Density functional theory data (the ωB97M-V functional and the def2-TZVPD basis) for 2 unconnected molecules or ions with the total composition C3H10N2O at a distorted geometry.

Output
ΔE to the lowest compared entry with this formula, charge and spin = 41.1 kcal per mole
SMILES string = C=CO.NCN
Gap between HOMO and LUMO = 9.57 eV
Strongest force on any atom = 0.0263 hartree/bohr
LUMO energy = 0.031 hartree

Geometry as XYZ:
```
16
C3H10N2O (the ωB97M-V functional and the def2-TZVPD basis)
C -0.375 1.065 2.162
C -0.462 1.889 1.120
O -1.030 1.645 -0.075
H 0.347 1.111 2.967
H -1.011 0.191 2.154
H -0.030 2.874 1.236
H -0.873 0.710 -0.315
N -0.631 -1.123 -0.923
C 0.606 -1.925 -0.943
N 1.805 -1.103 -0.972
H -1.425 -1.747 -0.806
H -0.777 -0.658 -1.814
H 0.632 -2.622 -1.787
H 0.548 -2.507 -0.025
H 1.974 -0.764 -0.032
H 1.596 -0.315 -1.572
```